# 1
A cluster of 2 separate species, C8H19INO in total at a distorted geometry, computed with wB97M-V/def2-TZVPD.

Results
Strongest force on any atom in eV/A: 4.328
ΔE to the lowest compared entry with this formula, charge and spin in kcal per mole: 50.9
Net charge: +1
LUMO energy in Ha: -0.13696
HOMO energy in eV: -12.130

Element x y z (Å)
1 C -2.42900 -0.98798 0.22536
2 C -1.08193 2.39493 -0.95159
3 C 0.44835 -0.15017 2.53762
4 C -0.96764 -1.01019 -0.15606
5 C -0.04599 1.20759 -1.04725
6 C -0.05050 0.78299 1.45560
7 C -0.22760 0.22559 0.13623
8 C 1.87622 -0.78226 -0.33151
9 N 1.75947 -0.94451 -1.83112
10 O 1.70663 -2.00140 0.23796
11 I 3.70049 0.28377 0.09697
12 H -2.67031 -0.86045 1.35783
13 H -3.22430 -0.22520 -0.22614
14 H -2.73087 -1.97670 -0.26034
15 H -2.10292 2.01399 -0.75444
16 H -1.13356 3.06611 -1.93576
17 H -0.86249 3.22598 -0.20742
18 H 1.36510 -0.61534 2.09489
19 H -0.28714 -0.82284 2.87165
20 H 0.79951 0.33663 3.54294
21 H -0.96380 -1.26459 -1.25246
22 H -0.42397 -1.66869 0.47856
23 H 0.92598 1.76393 -0.84537
24 H -0.31926 0.67217 -1.99788
25 H 0.36282 1.87332 1.30986
26 H -1.06886 1.06716 1.86861
27 H 2.40671 -1.80061 -2.11972
28 H 2.24520 -0.09589 -2.10062
29 H 0.72152 -1.07442 -2.02742
30 H 2.27213 -2.63294 -0.16898

***

# 2
A cluster of 2 separate species, C6H7BS2 in total at a distorted geometry, computed with wB97M-V/def2-TZVPD.

Results
Strongest force on any atom in eV/A: 3.734
Net charge: 0
LUMO energy (alpha / beta) in Ha: -0.01682 / -0.00992
HOMO energy (alpha / beta) in eV: -8.654 / -8.022

Element x y z (Å)
1 B 0.56765 -2.65978 0.21124
2 C -0.46538 2.81685 -0.13343
3 C 0.42031 2.18592 -0.95058
4 C -1.22263 2.08554 0.76908
5 C 0.73812 0.81482 -0.78028
6 C -1.10210 0.73272 0.83820
7 C -0.08600 0.14467 0.08230
8 S -0.68817 -3.63750 0.93087
9 S 2.22468 -2.92263 -0.30212
10 H -0.76051 3.89850 -0.07153
11 H 0.92191 2.86136 -1.74504
12 H -1.93399 2.53290 1.31091
13 H 1.40789 0.20151 -1.25372
14 H -1.77655 0.01791 1.48961
15 H -0.43916 -4.78159 0.37785
16 H 2.19394 -4.29119 -0.77336

***

# 3
A structure of composition C4H6Br2N2O3 at a distorted geometry, computed with wB97M-V/def2-TZVPD.

Results
Strongest force on any atom in eV/A: 4.373
ΔE to the lowest compared entry with this formula, charge and spin in kcal per mole: 42.1
Net charge: 0
LUMO energy (alpha / beta) in Ha: -0.02747 / -0.02745
HOMO energy (alpha / beta) in eV: -9.120 / -9.121

Element x y z (Å)
1 C -0.13775 0.97592 -0.55821
2 C 2.14547 0.71954 -1.04302
3 C 0.84698 -0.97760 0.14649
4 C -1.99484 -0.05935 0.28029
5 N 0.95595 0.36790 -0.25677
6 N -1.87023 -0.20615 1.69219
7 O -0.58806 1.92785 -1.11527
8 O -2.26759 0.70201 2.36530
9 O -1.28681 -1.17675 2.19657
10 Br -2.18057 -1.66389 -0.71009
11 Br -3.17104 1.30343 -0.25538
12 H 1.72243 1.74179 -1.52448
13 H 2.93353 0.79471 -0.29551
14 H 2.34145 -0.15087 -1.60362
15 H 0.73423 -1.65404 -0.65598
16 H 1.78606 -1.32828 0.50573
17 H 0.03081 -1.31620 0.83175

***

# 4
A structure of composition C14H42K5O11P at a distorted geometry, computed with wB97M-V/def2-TZVPD.

Results
Strongest force on any atom in eV/A: 4.331
Net charge: +3
LUMO energy (alpha / beta) in Ha: -0.33809 / -0.49215
HOMO energy (alpha / beta) in eV: -17.131 / -17.123
Spin multiplicity: 2

Element x y z (Å)
1 K 1.61262 -1.22907 -4.43810
2 K 3.11469 -0.75754 -0.67376
3 K -0.72909 1.54554 -4.12322
4 K -2.16728 -1.73552 -3.75828
5 K -0.95045 -2.91278 0.14201
6 P 0.12895 -0.37138 -1.58209
7 O 0.23933 -1.81837 -2.09675
8 O -1.31854 0.02959 -1.92348
9 O 1.18351 0.31537 -2.48845
10 O 0.48443 -0.36980 -0.01792
11 C 2.00868 -6.12013 -1.68108
12 C 1.68076 -4.75250 -2.36516
13 O 0.48448 -4.29063 -1.81988
14 H 1.17007 -6.81057 -1.77124
15 H 2.26428 -5.95006 -0.63522
16 H 2.85632 -6.63773 -2.13020
17 H 1.59584 -4.79820 -3.45089
18 H 2.44678 -4.02077 -2.10849
19 H 0.44378 -3.34388 -1.97354
20 C -5.71252 -0.64752 -0.75205
21 C -4.35591 -0.07342 -1.19642
22 O -3.30853 -1.01815 -0.90499
23 H -6.51051 0.08866 -0.84876
24 H -5.71940 -1.12288 0.22880
25 H -5.89811 -1.43733 -1.47996
26 H -4.17799 0.79405 -0.56086
27 H -4.19999 0.36939 -2.18014
28 H -2.50205 -0.59134 -1.20336
29 C -3.55041 -0.09733 2.38577
30 C -2.21409 0.58967 1.88677
31 O -1.18553 -0.45181 1.85342
32 H -4.30821 0.63689 2.65917
33 H -3.24459 -0.74030 3.21111
34 H -3.99326 -0.83804 1.71994
35 H -1.89235 1.39291 2.54964
36 H -2.34038 1.04911 0.90644
37 H -0.63612 -0.24167 1.09475
38 C 2.10855 2.71842 3.26013
39 C 1.08148 1.79705 2.59242
40 O 1.66317 1.55452 1.32693
41 H 1.58528 3.06751 4.15031
42 H 2.24129 3.64302 2.69835
43 H 3.05771 2.35721 3.65600
44 H 0.15830 2.34786 2.41233
45 H 0.97825 0.91958 3.23078
46 H 1.12434 0.91368 0.85726
47 C -1.35741 4.07794 0.38388
48 C -0.90246 3.00119 -0.62035
49 O -1.90152 2.48102 -1.49671
50 H -2.19162 3.80702 1.03102
51 H -1.66470 4.95128 -0.19141
52 H -0.55193 4.36052 1.06169
53 H -0.51775 2.19373 0.00262
54 H 0.02993 3.24256 -1.13073
55 H -1.68267 1.55162 -1.59633
56 C 2.16646 -3.31007 3.41578
57 C 1.99399 -2.00906 2.60596
58 O 1.68743 -2.30329 1.23140
59 H 1.25820 -3.91228 3.39383
60 H 2.43540 -3.09022 4.44896
61 H 3.02004 -3.83780 2.99035
62 H 2.97328 -1.53250 2.56149
63 H 1.24158 -1.36457 3.06048
64 H 1.25362 -1.54979 0.82438
65 C 3.25252 4.21698 -1.32188
66 C 3.37123 2.91101 -2.10718
67 O 2.19490 2.74494 -2.90867
68 H 2.34237 4.11832 -0.73028
69 H 3.22895 5.05714 -2.01590
70 H 4.07187 4.35828 -0.61704
71 H 3.47343 2.06609 -1.42618
72 H 4.20509 2.90946 -2.80915
73 H 1.77220 1.90915 -2.69805

***

Number 1: DFT total energy -743.487534 hartree. Number 2: DFT total energy -1053.918153 hartree. Number 3: DFT total energy -5639.061538 hartree. Number 4: DFT total energy -4726.597314 hartree.